The following is a DFT calculation (ωB97M-V with the def2-TZVPD basis set) of 15 unconnected molecules or ions with the total composition C42H101BrN2O18P2S in a non-equilibrium geometry.

Each line ends with the Löwdin charge.
Atoms and positions in Å:
C1 2.638 -2.282 1.902  -0.0887
O1 3.939 -1.949 2.369  -0.1945
C2 4.785 -3.073 2.525  -0.2456
C3 6.271 -2.696 2.308  -0.1754
C4 6.473 -2.046 0.905  -0.1913
C5 6.226 -3.036 -0.273  -0.1972
C6 7.362 -3.062 -1.336  -0.2021
C7 7.273 -1.969 -2.426  -0.1987
C8 5.935 -1.923 -3.226  -0.2151
C9 5.267 -0.511 -3.227  -0.2062
C10 5.189 0.096 -1.803  -0.1500
C11 3.801 0.499 -1.294  -0.2015
C12 3.648 1.793 -0.659  -0.2220
P1 5.050 3.011 -0.435  0.9562
C13 5.423 3.831 -2.074  -0.2382
O2 6.463 2.211 0.011  -0.3159
C14 2.445 2.211 -0.138  -0.1794
C15 2.314 3.556 0.579  -0.1338
C16 2.863 3.391 2.024  -0.2275
O3 3.756 2.625 2.315  0.0143
C17 1.267 1.390 -0.229  -0.1850
N1 0.126 1.889 0.326  0.1572
C18 -0.858 1.039 0.170  -0.3378
P2 -2.486 1.574 0.894  0.4163
S1 -3.403 2.939 -0.139  0.1331
C19 -0.777 -0.247 -0.493  -0.3339
O4 -1.893 -1.010 -0.610  -0.0716
C20 -2.614 -0.739 -1.852  -0.1006
C21 -4.117 -0.449 -1.663  -0.3374
C22 -4.625 0.691 -2.609  -0.0894
C23 -5.041 -1.685 -1.913  -0.1547
C24 -4.801 -2.919 -0.994  -0.3734
C25 -4.321 -2.596 0.447  -0.0621
C26 -6.199 -3.600 -0.867  -0.0917
N2 0.345 -0.703 -0.973  0.2087
C27 1.412 0.140 -0.843  -0.2532
C28 2.677 -0.292 -1.348  -0.4991
Br1 2.700 -2.072 -2.093  0.8871
H1 2.430 -1.836 0.913  0.0478
H2 2.484 -3.369 1.836  0.0925
H3 1.905 -1.825 2.591  0.0899
H4 4.562 -3.886 1.809  0.1132
H5 4.681 -3.477 3.552  0.1230
H6 6.939 -3.549 2.471  0.1030
H7 6.473 -1.877 3.024  0.0971
H8 7.478 -1.601 0.918  0.1143
H9 5.692 -1.266 0.856  0.0865
H10 6.195 -4.051 0.171  0.1077
H11 5.231 -2.902 -0.727  0.0670
H12 7.399 -4.086 -1.751  0.1079
H13 8.311 -2.954 -0.779  0.1078
H14 8.085 -2.181 -3.145  0.1054
H15 7.548 -1.015 -1.947  0.1076
H16 6.155 -2.172 -4.278  0.1068
H17 5.269 -2.700 -2.835  0.0463
H18 4.274 -0.603 -3.686  0.0634
H19 5.875 0.090 -3.923  0.1133
H20 5.770 1.029 -1.834  0.0725
H21 5.657 -0.521 -1.025  0.0910
H22 5.777 4.840 -1.821  0.0308
H23 4.454 3.913 -2.588  0.0322
H24 6.183 3.298 -2.663  0.0381
H25 6.372 1.729 0.850  0.0262
H26 1.271 3.880 0.682  0.1038
H27 2.841 4.359 0.046  0.0961
H28 2.381 3.985 2.840  0.1270
H29 -2.127 2.120 2.156  -0.0205
H30 -3.237 0.416 1.186  -0.0208
H31 -2.524 -1.621 -2.505  0.1367
H32 -2.164 0.120 -2.374  0.1263
H33 -4.355 -0.087 -0.650  0.0849
H34 -3.878 1.494 -2.710  0.0392
H35 -4.846 0.290 -3.609  0.0633
H36 -5.518 1.181 -2.188  0.0709
H37 -6.077 -1.334 -1.745  0.1095
H38 -4.964 -1.960 -2.990  0.1035
H39 -4.148 -3.636 -1.515  0.1319
H40 -3.242 -2.790 0.531  0.0738
H41 -4.794 -3.341 1.111  0.0552
H42 -4.610 -1.601 0.807  0.0674
H43 -6.680 -3.700 -1.852  0.0729
H44 -6.820 -2.906 -0.267  0.0830
H45 -6.145 -4.552 -0.298  0.0617
C29 -4.759 -3.007 -6.174  -0.1507
O5 -4.110 -3.169 -4.916  -0.1321
H46 -5.827 -2.902 -6.005  0.0689
H47 -4.381 -2.106 -6.664  0.0791
H48 -4.578 -3.877 -6.812  0.0748
H49 -3.169 -3.258 -5.089  0.0743
C30 -7.350 -0.097 -6.247  -0.1521
O6 -6.762 -0.508 -5.020  -0.1421
H50 -6.560 0.265 -6.903  0.0771
H51 -7.856 -0.941 -6.726  0.0759
H52 -8.068 0.708 -6.072  0.0759
H53 -7.477 -0.822 -4.455  0.0734
C31 -9.708 -2.705 -2.161  -0.1470
O7 -9.289 -3.055 -3.484  -0.1391
H54 -9.356 -1.699 -1.941  0.0465
H55 -10.799 -2.740 -2.099  0.0765
H56 -9.272 -3.401 -1.439  0.0683
H57 -9.600 -3.947 -3.660  0.0671
C32 -5.923 -5.727 2.886  -0.1542
O8 -5.511 -6.078 1.568  -0.1380
H58 -5.581 -4.716 3.094  0.0706
H59 -7.012 -5.761 2.963  0.0776
H60 -5.481 -6.412 3.614  0.0747
H61 -5.821 -6.972 1.401  0.0757
C33 -9.822 1.402 -0.728  -0.1253
O9 -9.029 0.322 -1.237  -0.1499
H62 -10.858 1.090 -0.693  0.0566
H63 -9.487 1.661 0.277  0.0560
H64 -9.729 2.270 -1.387  0.0820
H65 -8.117 0.626 -1.258  0.0624
C34 9.808 4.305 0.407  -0.1545
O10 9.753 3.702 -0.881  -0.1287
H66 10.721 4.890 0.486  0.0782
H67 8.946 4.963 0.544  0.0772
H68 9.809 3.528 1.176  0.0649
H69 8.933 3.198 -0.914  0.0515
C35 9.378 -3.764 4.600  -0.1465
O11 9.144 -3.030 3.403  -0.1391
H70 8.484 -4.340 4.829  0.0771
H71 10.220 -4.448 4.467  0.0762
H72 9.586 -3.082 5.428  0.0766
H73 9.941 -2.526 3.214  0.0762
C36 -9.509 3.049 3.418  -0.1528
O12 -8.911 2.683 2.182  -0.1397
H74 -10.244 2.292 3.682  0.0776
H75 -8.750 3.103 4.204  0.0752
H76 -10.008 4.017 3.325  0.0737
H77 -8.264 3.366 1.964  0.0515
C37 7.092 1.641 4.253  -0.1214
O13 7.042 1.038 2.960  -0.1369
H78 8.010 2.220 4.333  0.0700
H79 6.233 2.304 4.385  0.0793
H80 7.086 0.865 5.022  0.0630
H81 6.223 0.532 2.915  0.0627
C38 5.347 0.256 7.384  -0.1547
O14 6.274 -0.730 6.942  -0.1345
H82 5.721 0.706 8.300  0.0804
H83 5.236 1.032 6.621  0.0639
H84 4.378 -0.211 7.581  0.0776
H85 5.919 -1.111 6.133  0.0655
C39 -13.165 3.645 -1.010  -0.1489
O15 -12.761 2.280 -0.994  -0.1393
H86 -12.688 4.152 -0.175  0.0780
H87 -12.855 4.120 -1.944  0.0765
H88 -14.251 3.720 -0.903  0.0742
H89 -13.190 1.845 -1.737  0.0798
C40 0.991 2.610 -3.553  -0.1374
O16 1.513 1.412 -4.117  -0.1159
H90 0.097 2.893 -4.105  0.0831
H91 0.729 2.446 -2.506  0.0586
H92 1.731 3.413 -3.630  0.0757
H93 2.302 1.178 -3.616  0.0455
C41 -7.363 6.578 1.422  -0.1475
O17 -7.232 5.256 0.910  -0.1319
H94 -8.173 6.586 2.149  0.0760
H95 -6.437 6.887 1.913  0.0781
H96 -7.600 7.274 0.614  0.0772
H97 -6.514 5.265 0.270  0.0747
C42 11.221 1.472 4.946  -0.1549
O18 10.735 2.695 4.403  -0.1326
H98 11.498 1.645 5.983  0.0788
H99 10.443 0.705 4.905  0.0701
H100 12.100 1.135 4.391  0.0757
H101 10.495 2.524 3.487  0.0570

As for the LUMO energy: -0.96 eV. The orbital gap is 6.946 eV. As for the HOMO energy: -7.9087 eV.